Below is 17 unconnected molecules or ions with the total composition C68H187N17O17 in a non-equilibrium geometry, with properties calculated with ωB97M-V/def2-TZVPD.

Computed properties:
LUMO level	0.36	eV
Kohn-Sham gap	8.636	eV
charge	0
maximum force	3.75	eV/Å
energy relative to the best compared isomer or geometry (same formula, charge and spin)	546.15	kJ/mol

Last columns: bonded neighbours and bond lengths (Å).
CARTESIAN COORDINATES (ANGSTROEM)
1 C 5.197 -7.498 -0.988  C2 1.574, H7 1.090, H8 1.090, H9 1.090
2 C 4.890 -8.970 -1.451  C1 1.574, C3 1.558, N6 1.461, H10 1.090
3 C 4.094 -8.936 -2.790  C2 1.558, O4 1.399, H11 1.090, H12 1.090
4 O 2.802 -8.404 -2.722  C3 1.399, C5 1.425
5 C 1.855 -9.165 -1.978  O4 1.425, H13 1.090, H14 1.090, H15 1.090
6 N 6.096 -9.784 -1.576  C2 1.461, H16 1.010, H17 1.010
7 H 5.584 -7.410 0.027  C1 1.090
8 H 4.284 -6.907 -1.062  C1 1.090
9 H 5.887 -6.924 -1.606  C1 1.090
10 H 4.319 -9.354 -0.606  C2 1.090
11 H 4.026 -9.945 -3.197  C3 1.090
12 H 4.759 -8.408 -3.473  C3 1.090
13 H 1.676 -10.190 -2.303  C5 1.090
14 H 0.924 -8.619 -2.132  C5 1.090
15 H 1.978 -9.159 -0.895  C5 1.090
16 H 6.528 -9.543 -2.456  N6 1.010
17 H 5.773 -10.738 -1.654  N6 1.010
18 C 4.838 3.206 -1.027  C19 1.442, H24 1.090, H25 1.090, H26 1.090
19 C 3.505 2.696 -1.228  C18 1.442, C20 1.584, N23 1.491, H27 1.090
20 C 3.303 1.755 -2.486  C19 1.584, O21 1.432, H28 1.090, H29 1.090
21 O 3.503 2.507 -3.687  C20 1.432, C22 1.397
22 C 3.830 1.773 -4.830  O21 1.397, H30 1.090, H31 1.090, H32 1.090
23 N 3.170 1.949 0.019  C19 1.491, H33 1.010, H34 1.010
24 H 5.302 3.522 -1.961  C18 1.090
25 H 5.387 2.379 -0.575  C18 1.090
26 H 4.947 4.044 -0.339  C18 1.090
27 H 2.779 3.508 -1.276  C19 1.090
28 H 2.247 1.483 -2.504  C20 1.090
29 H 3.931 0.866 -2.423  C20 1.090
30 H 2.958 1.284 -5.265  C22 1.090
31 H 4.472 0.953 -4.510  C22 1.090
32 H 4.319 2.466 -5.515  C22 1.090
33 H 2.268 1.497 0.067  N23 1.010
34 H 3.742 1.116 0.045  N23 1.010
35 C -2.252 6.175 1.868  C36 1.548, H41 1.090, H42 1.090, H43 1.090
36 C -3.679 5.614 2.083  C35 1.548, C37 1.581, N40 1.438, H44 1.090
37 C -4.041 4.228 1.414  C36 1.581, O38 1.386, H45 1.090, H46 1.090
38 O -3.832 4.197 0.044  C37 1.386, C39 1.379
39 C -4.589 5.032 -0.750  O38 1.379, H47 1.090, H48 1.090, H49 1.090
40 N -3.714 5.487 3.516  C36 1.438, H50 1.010, H51 1.010
41 H -1.404 5.611 2.255  C35 1.090
42 H -2.151 7.149 2.348  C35 1.090
43 H -2.113 6.475 0.829  C35 1.090
44 H -4.377 6.371 1.725  C36 1.090
45 H -5.085 3.956 1.573  C37 1.090
46 H -3.390 3.461 1.833  C37 1.090
47 H -5.530 5.358 -0.307  C39 1.090
48 H -4.659 4.529 -1.714  C39 1.090
49 H -4.006 5.948 -0.853  C39 1.090
50 H -3.924 6.426 3.821  N40 1.010
51 H -4.581 5.024 3.749  N40 1.010
52 C 4.851 -0.120 2.292  C53 1.521, H58 1.090, H59 1.090, H60 1.090
53 C 5.837 -1.177 1.818  C52 1.521, C54 1.519, N57 1.448, H61 1.090
54 C 6.129 -1.013 0.336  C53 1.519, O55 1.431, H62 1.090, H63 1.090
55 O 4.947 -1.210 -0.447  C54 1.431, C56 1.426
56 C 5.258 -1.482 -1.812  O55 1.426, H64 1.090, H65 1.090, H66 1.090
57 N 7.021 -1.189 2.652  C53 1.448, H67 1.010, H68 1.010
58 H 4.787 -0.044 3.378  C52 1.090
59 H 3.886 -0.050 1.791  C52 1.090
60 H 5.164 0.894 2.043  C52 1.090
61 H 5.374 -2.162 1.879  C53 1.090
62 H 6.990 -1.621 0.061  C54 1.090
63 H 6.544 -0.037 0.084  C54 1.090
64 H 5.811 -0.777 -2.433  C56 1.090
65 H 4.274 -1.568 -2.273  C56 1.090
66 H 5.593 -2.511 -1.943  C56 1.090
67 H 7.840 -1.728 2.413  N57 1.010
68 H 7.265 -0.211 2.717  N57 1.010
69 C -4.038 -0.122 3.122  C70 1.548, H75 1.090, H76 1.090, H77 1.090
70 C -3.169 -1.106 3.942  C69 1.548, C71 1.568, N74 1.516, H78 1.090
71 C -4.011 -1.829 5.050  C70 1.568, O72 1.377, H79 1.090, H80 1.090
72 O -3.268 -2.735 5.772  C71 1.377, C73 1.421
73 C -3.898 -3.144 6.978  O72 1.421, H81 1.090, H82 1.090, H83 1.090
74 N -2.489 -2.104 3.025  C70 1.516, H84 1.010, H85 1.010
75 H -4.392 0.670 3.781  C69 1.090
76 H -4.986 -0.550 2.797  C69 1.090
77 H -3.513 0.282 2.255  C69 1.090
78 H -2.343 -0.595 4.435  C70 1.090
79 H -4.859 -2.444 4.751  C71 1.090
80 H -4.384 -1.003 5.655  C71 1.090
81 H -4.033 -2.344 7.706  C73 1.090
82 H -3.320 -3.936 7.454  C73 1.090
83 H -4.854 -3.647 6.832  C73 1.090
84 H -3.075 -2.795 2.578  N74 1.010
85 H -1.773 -2.642 3.492  N74 1.010
86 C -4.420 4.679 -6.657  C87 1.529, H92 1.090, H93 1.090, H94 1.090
87 C -4.911 4.042 -5.356  C86 1.529, C88 1.481, N91 1.437, H95 1.090
88 C -4.823 2.566 -5.432  C87 1.481, O89 1.426, H96 1.090, H97 1.090
89 O -5.697 2.019 -6.417  C88 1.426, C90 1.399
90 C -5.562 0.626 -6.424  O89 1.399, H98 1.090, H99 1.090, H100 1.090
91 N -4.117 4.548 -4.271  C87 1.437, H101 1.010, H102 1.010
92 H -3.350 4.680 -6.865  C86 1.090
93 H -4.610 5.752 -6.655  C86 1.090
94 H -4.906 4.283 -7.548  C86 1.090
95 H -5.929 4.394 -5.186  C87 1.090
96 H -5.242 2.175 -4.504  C88 1.090
97 H -3.805 2.194 -5.546  C88 1.090
98 H -5.861 0.201 -5.466  C90 1.090
99 H -4.533 0.360 -6.665  C90 1.090
100 H -6.219 0.272 -7.219  C90 1.090
101 H -3.152 4.376 -4.512  N91 1.010
102 H -4.219 4.180 -3.336  N91 1.010
103 C -1.922 7.341 -2.008  C104 1.565, H109 1.090, H110 1.090, H111 1.090
104 C -2.625 7.761 -3.342  C103 1.565, C105 1.566, N108 1.416, H112 1.090
105 C -1.902 7.411 -4.687  C104 1.566, O106 1.415, H113 1.090, H114 1.090
106 O -0.569 7.887 -4.683  C105 1.415, C107 1.430
107 C -0.359 9.224 -5.143  O106 1.430, H115 1.090, H116 1.090, H117 1.090
108 N -3.908 7.164 -3.320  C104 1.416, H118 1.010, H119 1.010
109 H -2.533 7.686 -1.174  C103 1.090
110 H -0.884 7.667 -2.075  C103 1.090
111 H -1.876 6.253 -1.949  C103 1.090
112 H -2.803 8.832 -3.253  C104 1.090
113 H -2.460 7.721 -5.570  C105 1.090
114 H -1.742 6.333 -4.703  C105 1.090
115 H -0.856 9.456 -6.085  C107 1.090
116 H 0.689 9.419 -5.371  C107 1.090
117 H -0.636 10.019 -4.450  C107 1.090
118 H -3.857 6.197 -3.608  N108 1.010
119 H -4.514 7.492 -4.058  N108 1.010
120 C -0.068 2.055 5.009  C121 1.521, H126 1.090, H127 1.090, H128 1.090
121 C -1.397 2.682 4.620  C120 1.521, C122 1.554, N125 1.448, H129 1.090
122 C -2.498 2.804 5.710  C121 1.554, O123 1.415, H130 1.090, H131 1.090
123 O -2.820 1.460 6.012  C122 1.415, C124 1.436
124 C -3.719 1.399 7.130  O123 1.436, H132 1.090, H133 1.090, H134 1.090
125 N -1.000 3.950 4.047  C121 1.448, H135 1.010, H136 1.010
126 H -0.116 1.016 5.335  C120 1.090
127 H 0.355 2.592 5.858  C120 1.090
128 H 0.663 2.224 4.219  C120 1.090
129 H -1.825 2.144 3.773  C121 1.090
130 H -3.375 3.394 5.444  C122 1.090
131 H -2.010 3.197 6.601  C122 1.090
132 H -3.474 2.052 7.968  C124 1.090
133 H -3.640 0.409 7.579  C124 1.090
134 H -4.753 1.610 6.856  C124 1.090
135 H -0.695 3.766 3.102  N125 1.010
136 H -1.866 4.453 3.919  N125 1.010
137 C 3.959 7.449 -5.633  C138 1.507, H143 1.090, H144 1.090, H145 1.090
138 C 3.817 6.151 -4.879  C137 1.507, C139 1.571, N142 1.453, H146 1.090
139 C 2.806 6.428 -3.710  C138 1.571, O140 1.421, H147 1.090, H148 1.090
140 O 3.472 7.069 -2.632  C139 1.421, C141 1.419
141 C 2.669 7.031 -1.463  O140 1.419, H149 1.090, H150 1.090, H151 1.090
142 N 3.205 5.112 -5.689  C138 1.453, H152 1.010, H153 1.010
143 H 4.583 7.333 -6.519  C137 1.090
144 H 4.463 8.208 -5.036  C137 1.090
145 H 3.039 7.932 -5.962  C137 1.090
146 H 4.739 5.789 -4.423  C138 1.090
147 H 2.429 5.467 -3.359  C139 1.090
148 H 2.008 7.098 -4.030  C139 1.090
149 H 1.691 7.455 -1.688  C141 1.090
150 H 3.098 7.702 -0.719  C141 1.090
151 H 2.512 6.035 -1.049  C141 1.090
152 H 3.867 4.691 -6.326  N142 1.010
153 H 3.037 4.353 -5.045  N142 1.010
154 C -3.210 -6.107 3.713  C155 1.522, H160 1.090, H161 1.090, H162 1.090
155 C -2.393 -6.218 4.991  C154 1.522, C156 1.561, N159 1.452, H163 1.090
156 C -1.505 -7.491 5.154  C155 1.561, O157 1.402, H164 1.090, H165 1.090
157 O -2.286 -8.598 5.515  C156 1.402, C158 1.389
158 C -1.559 -9.748 5.799  O157 1.389, H166 1.090, H167 1.090, H168 1.090
159 N -1.582 -5.016 5.076  C155 1.452, H169 1.010, H170 1.010
160 H -3.931 -6.917 3.600  C154 1.090
161 H -2.552 -6.261 2.857  C154 1.090
162 H -3.744 -5.168 3.568  C154 1.090
163 H -3.080 -6.240 5.837  C155 1.090
164 H -0.765 -7.287 5.929  C156 1.090
165 H -0.975 -7.780 4.246  C156 1.090
166 H -0.985 -9.633 6.718  C158 1.090
167 H -0.843 -10.014 5.022  C158 1.090
168 H -2.307 -10.529 5.934  C158 1.090
169 H -2.183 -4.231 5.283  N159 1.010
170 H -0.939 -5.095 5.851  N159 1.010
171 C 1.253 -2.237 -0.415  C172 1.547, H177 1.090, H178 1.090, H179 1.090
172 C 0.269 -1.692 0.647  C171 1.547, C173 1.566, N176 1.447, H180 1.090
173 C -0.518 -0.386 0.294  C172 1.566, O174 1.450, H181 1.090, H182 1.090
174 O 0.374 0.757 0.296  C173 1.450, C175 1.376
175 C -0.311 1.932 0.503  O174 1.376, H183 1.090, H184 1.090, H185 1.090
176 N -0.560 -2.821 1.009  C172 1.447, H186 1.010, H187 1.010
177 H 2.094 -2.792 0.001  C171 1.090
178 H 1.735 -1.367 -0.861  C171 1.090
179 H 0.688 -2.715 -1.215  C171 1.090
180 H 0.865 -1.518 1.543  C172 1.090
181 H -1.310 -0.258 1.033  C173 1.090
182 H -1.032 -0.516 -0.658  C173 1.090
183 H -0.813 2.221 -0.421  C175 1.090
184 H 0.431 2.711 0.679  C175 1.090
185 H -0.921 1.931 1.406  C175 1.090
186 H -1.132 -2.423 1.741  N176 1.010
187 H 0.000 -3.490 1.519  N176 1.010
188 C -0.285 -7.669 0.613  C189 1.545, H194 1.090, H195 1.090, H196 1.090
189 C 0.263 -6.227 0.545  C188 1.545, C190 1.582, N193 1.460, H197 1.090
190 C 1.842 -6.264 0.628  C189 1.582, O191 1.415, H198 1.090, H199 1.090
191 O 2.142 -6.279 2.011  C190 1.415, C192 1.444
192 C 3.568 -6.285 2.237  O191 1.444, H200 1.090, H201 1.090, H202 1.090
193 N -0.252 -5.785 -0.748  C189 1.460, H203 1.010, H204 1.010
194 H 0.018 -8.193 -0.294  C188 1.090
195 H -1.363 -7.596 0.751  C188 1.090
196 H 0.244 -8.125 1.450  C188 1.090
197 H -0.175 -5.586 1.310  C189 1.090
198 H 2.234 -5.383 0.120  C190 1.090
199 H 2.335 -7.092 0.118  C190 1.090
200 H 3.861 -7.268 1.869  C192 1.090
201 H 3.657 -6.418 3.315  C192 1.090
202 H 4.141 -5.441 1.853  C192 1.090
203 H 0.006 -4.812 -0.824  N193 1.010
204 H -1.261 -5.784 -0.791  N193 1.010
205 C 2.688 4.267 3.158  C206 1.521, H211 1.090, H212 1.090, H213 1.090
206 C 2.369 5.397 4.124  C205 1.521, C207 1.584, N210 1.465, H214 1.090
207 C 1.605 6.558 3.365  C206 1.584, O208 1.406, H215 1.090, H216 1.090
208 O 2.483 7.281 2.538  C207 1.406, C209 1.448
209 C 1.955 8.463 1.887  O208 1.448, H217 1.090, H218 1.090, H219 1.090
210 N 1.543 4.826 5.190  C206 1.465, H220 1.010, H221 1.010
211 H 3.357 4.620 2.373  C205 1.090
212 H 1.747 3.925 2.727  C205 1.090
213 H 3.252 3.488 3.672  C205 1.090
214 H 3.290 5.793 4.551  C206 1.090
215 H 1.342 7.184 4.218  C207 1.090
216 H 0.759 6.196 2.780  C207 1.090
217 H 2.703 9.058 1.364  C209 1.090
218 H 1.501 9.081 2.661  C209 1.090
219 H 1.153 8.181 1.206  C209 1.090
220 H 0.632 4.484 4.917  N210 1.010
221 H 2.028 3.961 5.380  N210 1.010
222 C -3.625 -4.315 -0.017  C223 1.459, H228 1.090, H229 1.090, H230 1.090
223 C -3.619 -3.142 -0.884  C222 1.459, C224 1.572, N227 1.429, H231 1.090
224 C -3.838 -1.822 -0.058  C223 1.572, O225 1.383, H232 1.090, H233 1.090
225 O -4.112 -0.922 -1.073  C224 1.383, C226 1.479
226 C -4.703 0.343 -0.584  O225 1.479, H234 1.090, H235 1.090, H236 1.090
227 N -2.269 -3.108 -1.352  C223 1.429, H237 1.010, H238 1.010
228 H -3.597 -5.148 -0.720  C222 1.090
229 H -4.566 -4.382 0.529  C222 1.090
230 H -2.852 -4.444 0.740  C222 1.090
231 H -4.290 -3.161 -1.742  C223 1.090
232 H -3.009 -1.487 0.565  C224 1.090
233 H -4.749 -1.871 0.538  C224 1.090
234 H -4.919 1.015 -1.415  C226 1.090
235 H -3.968 0.856 0.036  C226 1.090
236 H -5.603 0.251 0.023  C226 1.090
237 H -1.746 -3.055 -0.489  N227 1.010
238 H -2.082 -2.186 -1.720  N227 1.010
239 C 0.600 -2.024 4.720  C240 1.530, H245 1.090, H246 1.090, H247 1.090
240 C 1.459 -3.120 4.087  C239 1.530, C241 1.546, N244 1.458, H248 1.090
241 C 2.208 -3.925 5.172  C240 1.546, O242 1.482, H249 1.090, H250 1.090
242 O 3.201 -3.191 5.993  C241 1.482, C243 1.393
243 C 4.368 -2.776 5.356  O242 1.393, H251 1.090, H252 1.090, H253 1.090
244 N 0.627 -4.015 3.292  C240 1.458, H254 1.010, H255 1.010
245 H 0.359 -1.216 4.029  C239 1.090
246 H 1.138 -1.534 5.532  C239 1.090
247 H -0.333 -2.497 5.025  C239 1.090
248 H 2.144 -2.729 3.334  C240 1.090
249 H 2.716 -4.736 4.649  C241 1.090
250 H 1.511 -4.404 5.860  C241 1.090
251 H 4.261 -2.272 4.395  C243 1.090
252 H 4.917 -3.685 5.109  C243 1.090
253 H 5.033 -2.275 6.060  C243 1.090
254 H 0.009 -4.558 3.878  N244 1.010
255 H 1.152 -4.684 2.748  N244 1.010
256 C 0.292 -6.238 -4.518  C257 1.580, H262 1.090, H263 1.090, H264 1.090
257 C 1.395 -5.226 -4.013  C256 1.580, C258 1.543, N261 1.488, H265 1.090
258 C 0.795 -3.809 -3.903  C257 1.543, O259 1.370, H266 1.090, H267 1.090
259 O 0.694 -3.166 -5.108  C258 1.370, C260 1.426
260 C 0.005 -1.919 -5.165  O259 1.426, H268 1.090, H269 1.090, H270 1.090
261 N 2.041 -5.766 -2.786  C257 1.488, H271 1.010, H272 1.010
262 H -0.508 -6.369 -3.789  C256 1.090
263 H 0.677 -7.205 -4.842  C256 1.090
264 H -0.210 -5.898 -5.424  C256 1.090
265 H 2.199 -5.237 -4.749  C257 1.090
266 H 1.437 -3.170 -3.296  C258 1.090
267 H -0.112 -3.788 -3.298  C258 1.090
268 H -0.025 -1.410 -4.202  C260 1.090
269 H -1.030 -2.095 -5.457  C260 1.090
270 H 0.489 -1.254 -5.879  C260 1.090
271 H 2.386 -6.702 -2.947  N261 1.010
272 H 1.255 -6.086 -2.239  N261 1.010
273 C 0.214 3.966 -3.567  C274 1.590, H279 1.090, H280 1.090, H281 1.090
274 C -0.527 2.888 -4.472  C273 1.590, C275 1.563, N278 1.467, H282 1.090
275 C -1.423 1.859 -3.709  C274 1.563, O276 1.441, H283 1.090, H284 1.090
276 O -1.862 0.833 -4.620  C275 1.441, C277 1.421
277 C -2.870 -0.044 -4.136  O276 1.421, H285 1.090, H286 1.090, H287 1.090
278 N -1.382 3.609 -5.421  C274 1.467, H288 1.010, H289 1.010
279 H 0.827 4.581 -4.226  C273 1.090
280 H 0.964 3.531 -2.907  C273 1.090
281 H -0.454 4.627 -3.015  C273 1.090
282 H 0.263 2.358 -5.004  C274 1.090
283 H -2.126 2.410 -3.084  C275 1.090
284 H -0.916 1.268 -2.946  C275 1.090
285 H -3.841 0.437 -4.018  C277 1.090
286 H -2.618 -0.510 -3.184  C277 1.090
287 H -3.107 -0.846 -4.835  C277 1.090
288 H -0.922 4.347 -5.935  N278 1.010
289 H -1.540 2.914 -6.137  N278 1.010